1.
# C37H76O35

12 unconnected molecules or ions with the total composition C37H76O35 (ωB97M-V with the def2-TZVPD basis set, OMol25).

```
! RIJCOSX wB97M-V def2-TZVPD def2/J DEFGRID3
* xyz 0 1
C 20.205 11.187 15.198
O 20.039 11.388 16.611
C 19.539 12.503 17.026
O 19.440 13.581 16.422
O 19.313 12.344 18.342
C 18.978 13.627 18.953
H 20.950 11.814 14.693
H 19.277 11.298 14.626
H 20.528 10.141 15.179
H 19.826 14.303 18.684
H 18.841 13.487 20.011
H 18.039 13.936 18.525
C 16.201 25.129 14.992
O 16.121 23.850 15.666
C 16.911 23.724 16.705
O 17.761 24.512 16.987
O 16.836 22.506 17.215
C 17.792 22.182 18.203
H 17.171 25.532 15.068
H 15.421 25.735 15.379
H 15.954 24.771 13.995
H 17.604 21.117 18.465
H 17.512 22.780 19.092
H 18.796 22.482 17.839
C 12.450 24.159 14.903
O 12.046 22.778 14.928
C 11.094 22.217 14.298
O 10.577 21.161 14.565
O 10.629 22.995 13.295
C 9.713 22.255 12.434
H 12.817 24.362 15.919
H 11.593 24.776 14.553
H 13.191 24.223 14.123
H 9.068 22.983 12.021
H 9.211 21.521 13.033
H 10.279 21.708 11.707
C 19.692 16.892 17.048
O 18.257 16.980 16.986
C 17.724 18.039 17.597
O 18.348 18.947 18.144
O 16.392 17.893 17.693
C 15.750 18.993 18.305
H 20.021 15.920 16.615
H 19.946 16.818 18.147
H 20.178 17.717 16.524
H 14.745 18.661 18.428
H 15.882 19.945 17.668
H 16.175 19.150 19.267
C 20.096 14.235 12.255
O 20.595 15.521 12.535
C 21.394 15.633 13.619
O 21.853 14.772 14.339
O 21.648 16.897 13.804
C 22.790 17.319 14.532
H 20.000 14.195 11.225
H 19.092 14.084 12.719
H 20.826 13.507 12.581
H 23.658 16.782 14.073
H 22.861 16.956 15.581
H 22.949 18.372 14.343
C 16.137 21.054 13.859
O 15.980 22.156 12.985
C 14.882 22.065 12.273
O 14.114 21.106 12.283
O 14.670 23.192 11.582
C 13.671 23.148 10.591
H 16.882 21.267 14.660
H 16.356 20.142 13.348
H 15.183 20.896 14.372
H 13.630 24.130 10.097
H 12.732 22.922 11.152
H 13.737 22.311 9.880
C 15.579 25.608 19.585
O 14.930 24.372 19.913
C 14.135 23.909 18.958
O 13.829 24.525 17.993
O 13.779 22.633 19.258
C 12.651 22.257 18.502
H 16.074 25.536 18.570
H 16.312 25.554 20.356
H 14.910 26.489 19.628
H 12.612 21.171 18.463
H 12.669 22.751 17.531
H 11.816 22.568 19.039
C 15.814 13.960 16.391
O 15.408 13.393 17.669
C 15.596 12.062 17.787
O 15.895 11.314 16.847
O 15.436 11.661 19.008
C 15.745 10.300 19.412
H 15.357 13.441 15.536
H 16.897 13.885 16.347
H 15.541 14.988 16.451
H 14.839 9.665 19.247
H 16.093 10.444 20.489
H 16.556 9.925 18.839
C 13.617 15.454 19.525
O 14.922 15.917 19.693
C 15.772 15.313 20.512
O 16.928 15.645 20.645
O 15.123 14.442 21.263
C 15.928 13.553 21.989
H 13.201 16.025 18.680
H 12.946 15.747 20.358
H 13.686 14.368 19.442
H 15.301 13.123 22.801
H 16.782 14.111 22.421
H 16.225 12.730 21.381
C 13.655 17.500 14.475
O 12.923 17.480 15.808
C 11.645 17.903 15.877
O 11.063 18.042 16.915
O 11.081 17.759 14.708
C 9.661 18.019 14.763
H 13.727 16.403 14.252
H 14.614 17.944 14.655
H 13.008 18.004 13.740
H 9.277 17.638 13.832
H 9.498 19.086 14.982
H 9.179 17.555 15.637
C 25.612 20.971 21.294
O 25.022 20.497 20.050
C 24.177 19.506 20.179
O 23.864 19.090 21.214
O 23.867 19.164 18.865
C 22.612 18.469 18.746
H 24.937 20.823 22.132
H 25.868 22.054 21.192
H 26.552 20.447 21.558
H 21.948 18.733 19.568
H 22.811 17.393 18.690
H 22.262 18.826 17.770
C 17.164 23.156 22.511
O 17.510 22.662 23.777
C 16.477 21.715 24.279
C 16.581 20.325 23.602
O 15.548 20.207 22.697
C 15.550 18.947 22.103
H 16.249 23.806 22.580
H 16.973 22.441 21.712
H 17.851 23.890 22.068
H 15.418 21.971 24.153
H 16.749 21.641 25.335
H 16.547 19.540 24.357
H 17.575 20.280 23.158
H 16.504 18.770 21.584
H 14.664 18.932 21.487
H 15.381 18.100 22.786
*
```

Summary:
HOMO energy: -9.467 eV
Largest force on an atom: 0.089 hartree/bohr
E_tot: -4088.7060 Eh
Frontier orbital gap: 9.97 eV
Structure (SMILES): COC(=O)OC.COC(=O)OC.COC(=O)OC.COC(=O)OC.COC(=O)OC.COC(=O)OC.COC(=O)OC.COC(=O)OC.COC(=O)OC.COC(=O)OC.COC(=O)OC.COCCOC


2.
# C37H77N3O17S7

10 unconnected molecules or ions with the total composition C37H77N3O17S7 (ωB97M-V with the def2-TZVPD basis set, OMol25).

```
! RIJCOSX wB97M-V def2-TZVPD def2/J DEFGRID3
* xyz 0 1
O 2.416 2.521 0.714
S 2.196 1.163 0.284
O 3.245 0.310 -0.224
C 1.329 0.353 1.676
C 0.112 -0.351 1.107
C -0.435 0.593 0.026
C 0.738 1.025 -0.821
H 1.049 1.132 2.391
H 2.021 -0.256 2.255
H 0.486 -1.305 0.711
H -0.578 -0.748 1.856
H -0.968 1.468 0.414
H -1.213 0.114 -0.576
H 0.595 1.934 -1.401
H 1.012 0.230 -1.518
O -5.131 -5.101 1.433
S -3.756 -4.725 1.204
O -2.717 -5.137 2.118
C -3.102 -5.136 -0.433
C -2.463 -3.862 -1.018
C -2.392 -2.795 0.078
C -3.595 -2.935 0.978
H -4.003 -5.432 -0.975
H -2.487 -6.020 -0.292
H -1.546 -4.084 -1.554
H -3.122 -3.497 -1.812
H -2.443 -1.757 -0.261
H -1.456 -2.888 0.634
H -4.506 -2.558 0.505
H -3.624 -2.503 1.978
O 0.581 3.250 -4.987
S -0.206 2.062 -4.699
O 0.441 0.821 -4.312
C -1.500 2.530 -3.528
C -2.774 2.771 -4.356
C -2.348 2.945 -5.859
C -1.317 1.872 -6.128
H -1.008 3.382 -3.060
H -1.588 1.711 -2.816
H -3.451 1.921 -4.321
H -3.271 3.675 -4.015
H -1.934 3.931 -6.053
H -3.256 2.714 -6.415
H -0.677 1.908 -7.005
H -1.762 0.879 -6.033
O 4.192 5.983 -1.424
S 3.758 5.543 -2.742
O 3.116 6.469 -3.643
C 5.186 4.727 -3.526
C 4.670 3.385 -4.033
C 3.684 2.851 -2.979
C 2.749 4.001 -2.647
H 5.920 4.530 -2.747
H 5.616 5.390 -4.272
H 4.210 3.415 -5.021
H 5.479 2.654 -4.088
H 4.256 2.555 -2.094
H 3.165 1.961 -3.331
H 2.132 4.025 -1.755
H 2.178 4.201 -3.561
O 6.375 -4.137 2.835
S 6.440 -2.690 2.903
O 6.376 -1.996 4.183
C 7.831 -2.114 1.875
C 7.208 -1.189 0.840
C 5.843 -1.790 0.473
C 5.148 -1.958 1.796
H 8.208 -3.052 1.462
H 8.639 -1.686 2.463
H 6.938 -0.230 1.292
H 7.832 -1.030 -0.037
H 6.021 -2.751 -0.022
H 5.228 -1.195 -0.202
H 4.227 -2.539 1.841
H 4.953 -1.037 2.351
O -3.744 -0.179 6.252
S -3.539 -0.092 4.825
O -3.539 -1.268 3.979
C -4.573 1.227 4.086
C -3.639 2.166 3.318
C -2.218 1.608 3.224
C -1.993 0.821 4.521
H -4.915 1.725 4.996
H -5.459 0.751 3.673
H -4.048 2.352 2.326
H -3.616 3.135 3.820
H -1.462 2.390 3.223
H -2.161 0.958 2.350
H -1.932 1.573 5.313
H -1.151 0.145 4.655
O -0.073 -3.976 -3.435
S 1.332 -3.722 -3.213
O 2.089 -3.019 -4.224
C 1.465 -2.924 -1.579
C 2.480 -3.739 -0.777
C 2.263 -5.208 -1.183
C 2.245 -5.242 -2.713
H 0.524 -3.082 -1.048
H 1.703 -1.874 -1.724
H 3.471 -3.428 -1.125
H 2.400 -3.612 0.300
H 1.305 -5.594 -0.827
H 3.089 -5.797 -0.789
H 1.821 -6.111 -3.202
H 3.265 -5.042 -3.044
C -4.172 0.292 -1.452
N -5.386 -0.235 -0.828
C -5.973 0.408 0.199
C -7.301 -0.213 0.630
O -5.588 1.499 0.577
H -4.391 0.852 -2.362
H -3.588 -0.579 -1.759
H -3.597 0.903 -0.765
H -5.699 -1.110 -1.202
H -8.108 0.308 0.121
H -7.347 -0.155 1.716
H -7.403 -1.264 0.358
C -3.872 4.118 0.195
N -2.708 4.605 0.953
C -1.437 4.405 0.555
C -0.324 4.627 1.542
O -1.212 3.971 -0.573
H -4.066 4.907 -0.531
H -4.711 3.997 0.876
H -3.681 3.142 -0.235
H -2.948 5.140 1.768
H 0.595 4.926 1.042
H -0.081 3.629 1.918
H -0.571 5.347 2.319
C 2.615 -1.258 4.771
N 1.276 -1.786 4.689
C 0.855 -2.615 3.710
C -0.523 -3.204 3.861
O 1.516 -2.823 2.696
H 3.072 -1.399 5.748
H 2.742 -0.228 4.423
H 3.236 -1.794 4.048
H 0.657 -1.496 5.425
H -0.272 -4.272 3.854
H -1.086 -3.149 2.931
H -1.080 -2.860 4.725
*
```

Summary:
HOMO energy: -9.669 eV
ΔE to the lowest compared entry with this formula, charge and spin: 125.48 kJ/mol
Largest force on an atom: 0.045 hartree/bohr
E_tot: -5686.6263 Eh
Frontier orbital gap: 9.63 eV
Structure (SMILES): O=S1(=O)CCCC1.O=S1(=O)CCCC1.O=S1(=O)CCCC1.O=S1(=O)CCCC1.O=S1(=O)CCCC1.O=S1(=O)CCCC1.O=S1(=O)CCCC1.CNC(C)=O.CNC(C)=O.CNC(C)=O


Look up the HOMO energy of the first one.
-9.467 eV